<i>
126
Properties=species:S:1:pos:R:3 method="wB97M-V/def2-TZVPD" e_homo_ha=-0.341 homo_lumo_gap_ev=9.191
O 17.12416 -14.27708 6.91683
O 10.81908 -17.89454 7.76337
O 18.50077 -18.97167 6.56647
O 10.95058 -16.06127 9.69733
O 15.55363 -16.78519 15.13307
O 13.63120 -10.06300 14.91606
O 17.38696 -14.43741 15.51245
O 13.67713 -9.89965 10.66693
O 15.48777 -13.01501 11.54578
O 9.35772 -14.05781 10.20866
O 17.93024 -13.49954 9.42708
O 15.33229 -10.63186 13.12416
O 18.33358 -17.27850 11.77538
O 13.32113 -10.13098 7.90754
C 16.21600 -9.57552 13.04093
C 9.25141 -12.88572 10.85663
C 14.57808 -13.62142 10.62651
C 11.81551 -9.15585 12.06655
C 12.16167 -10.91216 7.84878
C 11.09451 -17.23522 6.59982
C 17.93914 -18.81398 7.86737
C 12.42104 -17.68323 10.50704
C 19.47783 -15.54697 12.62494
C 14.76392 -15.17160 10.64504
C 15.12206 -14.07830 5.38425
C 12.30419 -12.16357 7.04317
C 18.56370 -15.95030 11.51032
C 13.13547 -11.25924 15.47927
C 16.84882 -12.13196 16.25337
C 14.19163 -16.82605 15.56198
C 12.28713 -11.98343 14.36928
C 17.49246 -17.43085 8.20163
C 13.36169 -16.24253 14.51985
C 20.30229 -13.11940 8.80372
C 15.68172 -14.51272 6.76461
C 12.95834 -8.76968 11.17026
C 18.96077 -12.50017 9.32847
C 17.30015 -9.83016 14.18520
C 16.34773 -13.50688 15.58332
C 12.52612 -16.71155 6.64988
C 10.36334 -12.78931 11.92190
C 11.42913 -16.58926 10.92356
H 20.03516 -14.62612 12.45312
H 16.64669 -9.59193 12.03975
H 12.69401 -11.04605 16.45280
H 12.11883 -13.00094 14.72205
H 17.08583 -19.48639 7.95584
H 18.90357 -15.26178 13.50640
H 15.95270 -13.25034 14.60036
H 19.13608 -17.75703 11.55495
H 12.66579 -15.91784 7.38378
H 14.13486 -15.70246 9.93050
H 11.98502 -15.72198 11.27983
H 18.65394 -19.26709 8.55428
H 14.26411 -10.11983 11.39397
H 17.27722 -14.36610 7.86036
H 11.12624 -9.86284 11.60484
H 17.81094 -11.77538 15.88557
H 16.81986 -9.82625 15.16368
H 17.67627 -15.33265 11.37220
H 13.27888 -17.49857 6.69521
H 12.48269 -8.20537 10.36813
H 18.25132 -16.65706 8.31775
H 9.53294 -12.20889 10.04993
H 14.60326 -15.53549 11.65987
H 14.06240 -14.31116 5.27935
H 11.66904 -12.94085 7.46803
H 15.43714 -15.57370 6.81567
H 12.00220 -18.68940 10.52382
H 16.97154 -15.14214 15.01006
H 19.45962 -18.93039 6.58842
H 9.00790 -13.92675 9.32434
H 12.76560 -16.23272 5.70042
H 13.45836 -15.15882 14.45408
H 15.16690 -12.28396 12.07890
H 13.90725 -12.00260 15.67894
H 12.29115 -12.07651 5.95673
H 12.07284 -9.50595 13.06622
H 10.60688 -16.84781 11.59076
H 11.33632 -8.25610 12.45245
H 11.89336 -11.20698 8.86328
H 17.41659 -13.48684 10.23800
H 13.67312 -8.07724 11.61490
H 14.67985 -10.42099 13.79606
H 8.30879 -12.75239 11.38747
H 13.62817 -10.18462 8.81553
H 13.51059 -16.67392 13.52998
H 19.09291 -12.15126 10.35261
H 15.58403 -17.20808 14.27177
H 15.63878 -8.66138 13.17978
H 15.61492 -14.49552 4.50610
H 13.28898 -12.51116 7.35540
H 14.11388 -16.24230 16.47920
H 10.91375 -17.92252 5.77335
H 15.78417 -15.32851 10.29495
H 11.31298 -11.50057 14.44670
H 12.69898 -12.00669 13.36035
H 13.88763 -17.84490 15.80200
H 18.76215 -11.71029 8.60408
H 10.45062 -16.38694 6.36755
H 15.07036 -12.98964 5.36864
H 20.94493 -12.28806 8.51390
H 17.12876 -12.30769 17.29204
H 13.12102 -9.28606 15.15625
H 10.26975 -11.85999 12.48378
H 17.83844 -10.76847 14.05138
H 15.06330 -13.96308 7.47423
H 19.19485 -15.75500 10.64337
H 10.72332 -17.26274 8.47979
H 16.04451 -11.39653 16.27115
H 12.28692 -16.30016 14.69203
H 15.45988 -13.91967 16.06231
H 16.81355 -17.52708 9.04893
H 12.88725 -17.48523 9.54187
H 11.33948 -12.84921 11.44060
H 10.50138 -15.24504 9.92881
H 20.18759 -13.78438 7.94771
H 20.90320 -13.52932 9.61550
H 20.22767 -16.31286 12.82312
H 16.76043 -17.18011 7.43393
H 13.19510 -17.77707 11.26871
H 11.36689 -10.40906 7.29803
H 10.30614 -13.57135 12.67903
H 13.55655 -13.55129 11.00023
H 17.98282 -8.98052 14.17237
H 14.64832 -13.11343 9.66468

***

<ii>
126
Properties=species:S:1:pos:R:3 method="wB97M-V/def2-TZVPD" e_homo_ha=-0.351 homo_lumo_gap_ev=9.912
O 1.87925 3.83079 -1.47070
O 4.25168 1.13115 0.25223
O 1.92895 -0.55883 0.56768
O -4.89851 -0.03709 -1.30015
O 1.62670 -4.89916 -2.90982
O -0.53146 -2.41474 -2.23469
O 1.27605 -0.65681 3.34424
O -3.04498 -2.57511 -0.99952
O -4.34386 -2.41883 4.87600
O 2.58210 0.12468 -4.52604
O 0.03861 -5.07740 2.28432
O -0.77344 5.18184 3.39397
O 4.90042 -3.09202 -1.03602
O -0.13536 4.25261 -3.53294
C 3.25124 2.80313 1.66333
C 0.37977 1.14882 -0.07499
C 1.21951 -6.06523 -2.08692
C -3.56297 -3.84486 -0.71574
C 0.45843 -5.49963 -0.92741
C 0.47625 -7.05190 -2.93325
C 2.54873 5.04438 -1.70917
C 0.66156 0.49296 3.79340
C -3.20477 -2.42668 3.90615
C -0.33279 -1.17326 0.44678
C -1.69532 2.30770 -3.64392
C -4.90609 0.53465 0.00315
C 1.16174 6.04390 2.20822
C 2.44003 1.23622 -3.57941
C -3.42853 -1.31791 2.87539
C 0.08329 -1.74228 -3.29286
C -3.48677 1.04854 0.34085
C -5.85932 1.65628 -0.03841
C -0.53347 4.46669 1.14745
C 4.48470 1.97468 1.35069
C 0.22827 4.87139 2.40219
C 3.72491 -2.52116 -1.63920
C 1.18136 -4.23679 2.43770
C 0.72890 -0.29341 -0.14461
C -1.85891 -2.39799 4.55332
C -2.20226 4.42076 -2.30638
C 4.89822 1.17212 2.56256
C -1.56299 3.82980 -3.57977
H 3.60175 4.80852 -1.63556
H 2.45771 0.25363 0.64179
H -1.14770 5.31956 0.77207
H -6.87569 1.33822 -0.25984
H 2.37187 5.77602 -0.88220
H 3.08981 -3.35854 -1.88978
H 2.04264 -5.21649 -3.70879
H -3.13869 1.68703 -0.44849
H 5.65503 -2.74539 -1.52154
H -2.77110 0.23332 0.40923
H 3.94548 -1.92737 -2.52787
H 2.31650 2.23114 1.66243
H -5.85303 2.18214 0.89946
H -0.40635 0.35292 3.78514
H -0.37172 -1.99677 -4.28351
H -2.34272 -2.64870 -1.66594
H -2.65287 -1.35888 2.11792
H -0.05766 -5.64956 3.05248
H 3.35847 3.30055 2.62548
H 1.34527 -0.59861 2.38234
H -0.57681 -0.81109 1.46611
H -2.14508 5.50362 -2.30526
H 0.49333 6.84380 1.77144
H 0.16329 4.11675 0.39193
H -1.94130 4.27442 -4.50398
H 2.46088 0.83653 -2.57072
H 1.12911 -2.06582 -3.27823
H 1.53669 6.49262 3.10376
H 3.22834 2.01005 -3.69590
H -2.72757 1.97560 -3.81903
H 0.37534 -6.27999 -0.15997
H 1.51816 1.80354 -3.72533
H -1.86713 3.93417 -1.38866
H -5.27050 -0.17936 0.75900
H -1.36502 1.91601 -2.65718
H 1.39901 -3.95947 1.43361
H -0.55970 1.28149 -0.59883
H -1.24566 -1.14737 -0.13710
H 4.07512 0.52381 2.85614
H 0.79525 3.98311 2.74479
H -3.29427 4.25521 -2.36326
H -3.52615 1.56518 1.29732
H 5.12755 1.84625 3.36945
H -3.32757 -3.35776 3.38822
H 0.30826 3.83994 -4.27227
H -3.20852 -4.31376 0.19980
H -4.64295 -3.75844 -0.56774
H 0.00460 -2.19771 0.43592
H 5.74577 0.53192 2.27801
H -3.46399 -0.34432 3.35245
H -5.55775 2.31770 -0.79696
H -1.65449 -1.44359 5.09415
H -0.01470 -7.77768 -2.32679
H 0.17402 1.55073 0.91838
H -1.06183 -2.64106 3.81815
H -0.52883 -5.12002 -1.15202
H 0.84786 0.72243 4.81641
H 2.73234 0.38035 -5.43116
H 0.96071 -3.41424 3.09497
H -1.87650 -3.13350 5.35945
H 1.01690 -4.68010 -0.47737
H 2.13338 -6.55909 -1.73263
H 2.21819 5.58421 -2.60960
H 1.11206 1.84462 -0.53550
H -4.32410 -0.84083 -1.31118
H -4.35232 -1.59760 2.36754
H -0.27428 -6.37835 -3.36828
H 5.28273 2.69474 1.09310
H -1.23454 3.67661 1.36978
H 0.09115 -0.63462 -3.19444
H 1.97933 5.82315 1.51883
H 3.12151 3.58434 0.93524
H 3.16329 -1.92143 -0.89401
H -0.32073 5.29633 4.22237
H 0.80018 -0.52996 -1.22457
H -4.04596 -3.06132 5.54130
H -3.29684 -4.53766 -1.53285
H 2.00377 -4.82323 2.87170
H 1.12904 -7.44219 -3.68235
H 1.02236 3.91907 -1.95668
H -1.01149 1.92429 -4.41601
H 0.09164 -3.07642 -1.91656
H 0.87663 1.43680 3.29102
H 4.98289 0.48387 0.18956

***

The structure shown above that is most stable: <ii>.